ORCA calculation (ωB97M-V/def2-TZVPD) on a structure of composition C14H30ClNO4PRuSe2 in a non-equilibrium geometry.

Values from the calculation:
Kohn-Sham gap (spin up / spin down) = 3.9 / 3.6 eV
net charge = -2
relative energy (zero: lowest compared OMol25 entry of this formula, charge and spin) = 1.781 eV
LUMO (spin up / spin down) = 4.61 / 4.61 eV
energy = -179770.655 eV
spin multiplicity = 2

Each line ends with the Mulliken charge.
CARTESIAN COORDINATES (ANGSTROEM)
Ru  0.1931  0.6808  -0.0465  0.25
O  -1.4744  3.2205  -1.4931  -0.46
C  -1.1333  4.3474  -0.7190  -1.38
C  0.3918  4.5637  -0.5947  2.64
C  0.5714  6.0881  -0.5627  -1.22
O  1.9233  6.5162  -0.3735  -0.56
C  0.9975  4.0063  0.7249  -1.81
Se  0.0867  2.4992  1.5987  -0.48
C  1.1080  3.9638  -1.8168  -1.28
Se  1.6315  2.0495  -1.6537  -0.57
H  -1.8296  2.5149  -0.9373  0.22
H  -1.5354  4.2832  0.2961  0.38
H  -1.5859  5.2196  -1.2175  0.30
H  -0.0559  6.5002  0.2428  0.37
H  0.2396  6.5287  -1.5082  0.44
H  2.3396  5.8386  0.1739  0.41
H  1.0776  4.8017  1.4766  0.50
H  1.9969  3.6260  0.5010  0.41
H  2.0222  4.5294  -2.0109  0.39
H  0.4544  4.0601  -2.6860  0.29
C  -1.4003  -0.1176  3.4618  -1.36
C  -1.5788  -1.0080  2.2281  1.65
C  -2.1069  -2.3652  2.7236  -1.95
C  -2.6446  -0.3984  1.3194  -1.22
N  -0.2629  -1.0593  1.5498  -0.29
H  -2.3432  -0.0278  4.0142  0.36
H  -1.0674  0.8780  3.1740  -0.02
H  -0.6445  -0.5501  4.1236  0.31
H  -3.0957  -2.2244  3.1696  0.50
H  -1.4584  -2.8050  3.4839  0.31
H  -2.2244  -3.0813  1.9031  0.35
H  -3.5873  -0.2878  1.8696  0.49
H  -2.8129  -1.0181  0.4363  0.26
H  -2.3041  0.5750  0.9627  -0.04
Cl  -0.8492  -2.1453  -4.5159  -0.30
C  -1.4014  -0.6126  -3.7261  -0.56
C  -0.9475  -0.4457  -2.2744  0.86
O  -1.8203  0.1445  -1.6025  -0.62
O  0.1798  -0.8024  -1.8748  -0.83
H  -2.4824  -0.6043  -3.7734  0.32
H  -0.9783  0.2024  -4.3091  0.29
C  0.6250  -3.7507  2.0913  -1.47
P  0.3391  -2.3710  0.8865  1.50
C  2.0657  -2.0130  0.4913  -1.32
C  -0.2463  -3.3475  -0.5470  -1.37
H  1.4864  -4.3229  1.7394  0.48
H  -0.2210  -4.4294  2.1968  0.37
H  0.8588  -3.3092  3.0605  0.35
H  2.4725  -2.7537  -0.2003  0.36
H  2.6343  -2.0160  1.4222  0.41
H  2.0965  -1.0133  0.0436  0.27
H  0.3138  -4.2850  -0.4974  0.47
H  -0.0329  -2.8017  -1.4643  0.26
H  -1.3145  -3.5667  -0.4988  0.32

Forces on atoms 1 to 2 (eV/Å):
Ru 0.87 -0.09 -0.25
O -0.71 0.32 -0.17

---

ORCA calculation (ωB97M-V/def2-TZVPD) on a structure of composition C14H30ClO11PbS in a non-equilibrium geometry.

Values from the calculation:
Kohn-Sham gap (spin up / spin down) = 7.1 / 7.2 eV
net charge = +3
LUMO (spin up / spin down) = -10.82 / -10.73 eV
energy = -66080.110 eV

Each line ends with the Mulliken charge.
CARTESIAN COORDINATES (ANGSTROEM)
Pb  0.0206  -0.5931  -0.0646  2.14
C  -1.1396  2.7908  -0.6165  -0.71
C  0.3584  2.7835  -0.4632  -0.63
O  0.8229  1.7188  0.3930  -0.31
C  0.8278  2.0264  1.8033  -0.58
C  1.5980  0.9495  2.5113  -0.62
O  1.0379  -0.3359  2.1836  -0.28
C  1.8186  -1.4149  2.7378  -0.46
C  1.3312  -2.7272  2.1696  -0.65
O  1.2276  -2.7059  0.7320  -0.44
C  2.4363  -2.9650  -0.0077  -0.58
C  3.1078  -1.6829  -0.4569  -0.61
O  2.1944  -0.8167  -1.1731  -0.30
C  2.1558  -1.0504  -2.5996  -0.55
C  1.2859  0.0040  -3.2148  -0.74
O  -0.0215  -0.0536  -2.6254  -0.36
C  -0.8692  0.9663  -3.1853  -0.51
C  -2.0256  1.2164  -2.2603  -0.78
O  -1.6276  1.4826  -0.9173  -0.19
H  -1.4375  3.5020  -1.3900  0.48
H  -1.6178  3.0823  0.3204  0.35
H  0.6957  3.7419  -0.0645  0.54
H  0.8502  2.6170  -1.4214  0.20
H  -0.1959  2.0975  2.1808  0.33
H  1.3383  2.9776  1.9620  0.42
H  1.5429  1.1071  3.5899  0.39
H  2.6449  0.9760  2.1972  0.45
H  1.6957  -1.4318  3.8231  0.47
H  2.8738  -1.2412  2.5138  0.40
H  0.3244  -2.9342  2.5227  0.08
H  1.9943  -3.5320  2.4890  0.50
H  2.1329  -3.5586  -0.8708  0.33
H  3.1304  -3.5606  0.5873  0.49
H  3.9624  -1.9168  -1.0930  0.55
H  3.4580  -1.0948  0.3901  0.20
H  1.7869  -2.0578  -2.8071  0.38
H  3.1617  -0.9431  -3.0088  0.43
H  1.2171  -0.1591  -4.2925  0.45
H  1.7174  0.9921  -3.0301  0.43
H  -1.2363  0.6370  -4.1601  0.45
H  -0.2909  1.8831  -3.3331  0.43
H  -2.6594  0.3303  -2.2156  0.15
H  -2.6292  2.0424  -2.6436  0.49
O  -3.1343  -1.8047  3.1776  -0.26
Cl  -3.2921  -1.3830  0.0678  -0.08
O  -3.0396  -2.8986  -2.2727  -0.38
O  -3.5634  -4.5601  0.6941  -0.46
O  -3.5521  0.0459  0.0888  -0.62
C  -3.1927  -2.3098  -1.1485  0.84
S  -3.1758  -2.2913  1.6416  0.86
C  -4.2167  -3.7938  1.7092  -0.57
O  -1.9925  -2.7621  2.7201  -0.27
H  -3.4833  -3.7471  -2.4652  0.40
H  -1.9915  -1.2203  0.0965  -0.63
H  -4.5630  -1.6291  -0.0001  0.77
H  -5.2456  -3.6502  1.3741  0.37
H  -4.1288  -4.3089  2.6648  0.46
H  -3.7755  -5.4982  0.8166  0.34

Forces on atoms 1 to 2 (eV/Å):
Pb 1.31 1.03 -0.39
C -0.31 -0.11 0.20

---

ORCA calculation (ωB97M-V/def2-TZVPD) on a cluster of 3 separate species, C14H30F9N3O2P2S in total in a non-equilibrium geometry.

Values from the calculation:
Kohn-Sham gap = 7.7 eV
LUMO = -0.54 eV
energy = -77433.056 eV
SMILES = NP(CCC(F)(F)C(F)(F)C(F)(F)C(F)(F)F)[PH2]=S.COC[C@@H](C)N.COC[C@@H](C)N

Each line ends with the Mulliken charge.
CARTESIAN COORDINATES (ANGSTROEM)
N  -4.0115  -0.4030  -1.0403  -0.61
P  -2.4786  0.4322  -0.6441  0.07
C  -0.9726  -0.7806  -0.9023  -0.40
C  -1.0156  -1.6330  -2.2608  -0.70
C  0.0878  -1.3839  -3.4171  0.73
F  0.0844  -2.6656  -4.2301  -0.34
F  -0.3538  -0.3608  -4.4407  -0.27
C  1.6472  -1.2088  -2.9479  0.59
F  2.4628  -1.7191  -4.1152  -0.31
F  1.8766  -2.2289  -1.8616  -0.25
C  2.0903  0.2655  -2.4214  0.47
F  2.4823  0.0876  -0.9711  -0.26
F  1.0420  1.3133  -2.4973  -0.22
C  3.4397  0.9071  -3.1159  0.50
F  3.5038  2.3289  -2.6034  -0.25
F  3.3985  1.0150  -4.5887  -0.19
F  4.7071  0.2819  -2.5889  -0.21
P  -2.3800  2.1201  -2.0441  0.28
S  -2.9312  1.5606  -3.8438  -0.40
H  -3.9847  -1.4221  -0.8192  0.30
H  -4.3260  -0.2129  -2.0215  0.25
H  -1.0733  -1.5415  0.0140  0.34
H  -0.0349  -0.1320  -0.6741  0.15
H  -2.0892  -1.4699  -2.7588  0.34
H  -0.9927  -2.7887  -1.9753  0.29
H  -3.3158  3.1854  -1.6571  -0.04
H  -1.0631  2.7111  -2.0017  0.06
C  -4.1365  4.8771  0.4260  -0.80
O  -3.5306  3.7561  1.0515  -0.22
C  -2.5224  4.0881  2.0110  -0.74
C  -3.0718  4.4845  3.4006  0.32
C  -3.6532  5.8954  3.4475  -1.39
N  -4.0906  3.5329  3.8689  -0.75
H  -3.4316  5.7007  0.2788  0.36
H  -4.9972  5.2092  1.0094  0.22
H  -4.5075  4.5597  -0.5527  0.30
H  -1.9218  3.1787  2.1332  0.34
H  -1.8446  4.8523  1.6118  0.42
H  -2.2306  4.4597  4.1042  0.41
H  -4.6439  5.9598  2.9895  0.28
H  -3.7636  6.2267  4.4865  0.35
H  -2.9952  6.6087  2.9402  0.34
H  -3.6666  2.6062  3.9323  0.28
H  -4.7792  3.4318  3.1178  0.33
C  5.6342  -5.0613  1.8774  -0.65
O  5.2722  -3.9765  1.0363  -0.43
C  4.1547  -4.2385  0.1821  -0.54
C  2.7782  -4.0812  0.8680  0.69
C  2.4160  -5.2474  1.7845  -1.56
N  2.6981  -2.8290  1.6350  -0.69
H  5.4759  -6.0304  1.3949  0.30
H  5.0803  -5.0058  2.8163  0.22
H  6.6966  -4.9637  2.1180  0.27
H  4.2177  -3.4944  -0.6211  0.17
H  4.2565  -5.2188  -0.2991  0.47
H  2.0200  -4.0471  0.0760  0.19
H  2.9449  -5.2134  2.7408  0.29
H  1.3446  -5.2307  2.0154  0.37
H  2.6371  -6.2070  1.3056  0.35
H  2.8412  -2.0456  0.9960  0.23
H  3.5191  -2.7946  2.2460  0.34

Forces on atoms 1 to 2 (eV/Å):
N 1.35 0.50 -1.13
P -0.23 -1.18 2.43

---

ORCA calculation (ωB97M-V/def2-TZVPD) on a structure of composition C14H30IOP2Ti in a non-equilibrium geometry.

Values from the calculation:
Kohn-Sham gap (spin up / spin down) = 6.8 / 7.1 eV
net charge = +2
LUMO (spin up / spin down) = -8.85 / -8.58 eV
energy = -66828.535 eV
spin multiplicity = 2

Each line ends with the Mulliken charge.
CARTESIAN COORDINATES (ANGSTROEM)
C  1.2698  4.4695  -3.2509  -0.75
I  0.8429  2.5554  -2.3169  0.11
H  0.8784  5.2268  -2.5657  0.30
H  0.7693  4.5090  -4.2258  0.29
H  2.3569  4.5476  -3.3591  0.28
Ti  -0.0064  -0.0203  0.0098  -0.67
P  -2.2617  0.1700  -0.8359  0.98
C  -2.5090  -0.4839  -2.5204  -1.24
C  -3.4896  -0.6691  0.2053  -1.11
H  -4.5029  -0.5381  -0.2028  0.48
H  -3.8168  1.9729  -1.3045  0.41
H  -3.4476  -0.2636  1.2279  0.37
H  -2.6905  2.3779  0.0380  0.37
H  -2.2499  -1.5501  -2.5370  0.36
H  -3.2458  -1.7399  0.2507  0.22
C  -2.7756  1.9080  -0.9520  -1.11
H  -3.5508  -0.3663  -2.8573  0.43
H  -2.1128  2.4432  -1.6488  0.30
H  -1.8478  0.0395  -3.2231  0.36
P  2.1323  -0.0519  1.1610  0.97
C  3.5026  -0.8017  0.2090  -1.28
C  2.7084  1.6346  1.5491  -1.15
H  1.4082  -0.4577  3.4407  0.36
H  3.1189  -0.9451  3.2386  0.53
H  1.8112  -1.9720  2.5684  0.01
C  2.1280  -0.9365  2.7567  -0.93
H  1.9409  2.1486  2.1471  0.39
H  3.6544  1.6141  2.1160  0.40
H  4.4568  -0.7962  0.7608  0.42
H  3.6419  -0.2643  -0.7389  0.39
H  2.8507  2.2005  0.6168  0.35
H  3.2472  -1.8420  -0.0329  0.35
C  0.6939  -0.9632  -1.6294  0.49
O  1.1264  -1.3736  -2.6449  -0.21
C  -0.8186  -3.4817  4.0587  -1.42
C  -0.9987  -3.8033  2.5784  1.85
C  -0.0667  -4.9488  2.1927  -1.45
C  -2.4404  -4.2435  2.3415  -1.64
C  -0.7434  -2.6259  1.7600  0.50
C  -0.6593  -1.6473  1.0050  -0.79
H  -1.0559  -4.3792  4.6482  0.40
H  -1.4860  -2.6666  4.3474  0.40
H  0.2065  -3.1662  4.2659  0.36
H  -0.3114  -5.8329  2.8006  0.39
H  -0.1886  -5.1877  1.1334  0.41
H  0.9766  -4.6677  2.3558  0.36
H  -3.1287  -3.4355  2.6036  0.35
H  -2.5923  -4.4826  1.2854  0.37
H  -2.6578  -5.1289  2.9564  0.45

Forces on atoms 1 to 2 (eV/Å):
C 0.12 0.63 0.02
I 0.09 -0.19 -0.19